w.
Formula: C5H8O2S
Source: the Open Molecules 2025 dataset
Level of theory: ωB97M-V with the def2-TZVPD basis set

Each line ends with the natural charge from an NBO analysis.
Element x y z (Å)
S  -1.93  -0.04  0.04  0.171
O  0.88  1.08  0.29  -0.555
O  1.47  -1.25  -0.37  -0.755
C  -0.59  -0.77  0.89  -0.438
C  0.04  -1.31  -0.39  0.088
C  -0.57  -0.05  -1.20  -0.360
C  0.18  1.34  -0.86  -0.067
C  0.24  0.37  1.44  -0.090
H  -0.52  2.16  -0.59  0.183
H  1.23  0.04  1.82  0.207
H  1.66  -0.26  0.06  0.492
H  -0.30  1.08  2.09  0.216
H  -1.04  -0.19  -2.31  0.237
H  0.75  1.65  -1.65  0.193
H  -1.09  -1.59  1.59  0.254
H  -0.42  -2.25  -0.85  0.223

Computed properties:
gap between HOMO and LUMO: 9.356 eV
highest occupied orbital energy: -0.3170 Ha
2S+1: 1
total charge: 0

***

x.
Formula: C5H8O2S
Source: the Open Molecules 2025 dataset
Level of theory: ωB97M-V with the def2-TZVPD basis set

Each line ends with the natural charge from an NBO analysis.
Element x y z (Å)
S  -1.28  1.15  -1.53  -0.007
O  0.33  0.27  2.16  -0.686
O  2.30  1.37  0.84  -0.522
C  1.44  0.97  0.14  0.412
C  -1.09  0.47  0.10  -0.380
C  0.09  -1.73  -0.95  -0.623
C  -0.49  -0.94  0.21  -0.213
C  0.29  0.24  0.77  0.107
H  -0.78  -1.91  -1.65  0.220
H  0.77  1.10  2.42  0.486
H  -1.12  -1.52  0.94  0.248
H  1.41  1.12  -0.97  0.137
H  0.85  -1.10  -1.55  0.214
H  -1.84  0.74  0.85  0.244
H  0.60  -2.66  -0.63  0.235
H  -1.47  2.41  -1.14  0.128

Computed properties:
structure (SMILES): C[C@@H]1[C@H](S)[C@]1(O)C=O
gap between HOMO and LUMO: 9.468 eV
highest occupied orbital energy: -0.3252 Ha
2S+1: 1
total charge: 0

***

y.
Formula: C5H8O2S
Source: the Open Molecules 2025 dataset
Level of theory: ωB97M-V with the def2-TZVPD basis set

Each line ends with the natural charge from an NBO analysis.
Element x y z (Å)
S  -1.75  -1.17  -0.53  -0.102
O  -1.05  2.20  0.74  -0.708
O  0.21  -1.36  1.18  -0.647
C  -0.38  1.78  -0.44  -0.081
C  -0.35  -0.69  0.18  0.232
C  0.43  0.52  -0.21  -0.163
C  2.72  -0.64  -0.23  -0.656
C  1.76  0.51  -0.37  -0.088
H  -1.18  1.60  -1.19  0.209
H  -0.36  2.36  1.43  0.464
H  0.27  2.58  -0.82  0.168
H  3.38  -0.49  0.65  0.230
H  3.33  -0.69  -1.13  0.223
H  2.23  1.41  -0.67  0.196
H  -0.34  -2.11  1.34  0.498
H  2.22  -1.59  -0.10  0.226

Computed properties:
structure (SMILES): C/C=C(/CO)C(O)=S
gap between HOMO and LUMO: 8.984 eV
highest occupied orbital energy: -0.3283 Ha
2S+1: 1
total charge: 0

***

Tell me which of them is the least stable. Sure, it is w.

***

w.
Formula: H2NOP
Source: the Open Molecules 2025 dataset
Level of theory: ωB97M-V with the def2-TZVPD basis set

Each line ends with the natural charge from an NBO analysis.
Element x y z (Å)
P  -3.74  -0.34  -0.35  0.924
O  0.24  0.30  0.28  -0.934
N  -2.63  0.19  0.43  -0.926
H  0.16  0.01  -0.71  0.460
H  -0.51  -0.04  0.67  0.476

Computed properties:
structure (SMILES): N#P.O
gap between HOMO and LUMO: 10.314 eV
highest occupied orbital energy: -0.3954 Ha
2S+1: 1
total charge: 0

***

x.
Formula: H2NOP
Source: the Open Molecules 2025 dataset
Level of theory: ωB97M-V with the def2-TZVPD basis set

Each line ends with the natural charge from an NBO analysis.
Element x y z (Å)
P  -0.79  1.60  -0.92  1.006
O  0.37  2.14  -1.62  -0.953
N  0.27  -0.83  0.83  -0.663
H  -0.41  -1.32  1.54  0.304
H  0.56  -1.60  0.17  0.307

Computed properties:
gap between HOMO and LUMO (alpha / beta): 10.839 / 6.097 eV
highest occupied orbital energy (alpha / beta): -0.4170 / -0.2716 Ha
2S+1: 1
total charge: 0

***

Tell me which of them is the least stable. Sure, it is x.